No. 1
Below is a structure of composition C11H22Cl2I2NP2Y, with properties calculated with the ωB97M-V functional and the def2-TZVPD basis.

Geometry (Å):
I -3.062 -0.122 -0.431
I 3.040 -0.143 0.630
Y 0.006 -0.045 0.035
P 0.375 -1.363 -2.218
C 0.284 -3.130 -1.841
C -0.891 -0.927 -3.432
H -0.561 -1.349 -4.393
H 1.996 -1.390 -3.944
H -0.962 0.170 -3.473
H 2.094 0.130 -2.945
H -0.696 -3.365 -1.399
H -1.868 -1.306 -3.103
C 1.988 -0.965 -2.929
H 0.443 -3.663 -2.787
H 2.785 -1.361 -2.286
H 1.048 -3.390 -1.092
P -0.338 1.777 1.909
C -0.637 0.909 3.468
C 1.128 2.824 2.055
H -1.646 3.170 0.475
H -1.698 3.691 2.219
H -2.678 2.268 1.597
C -1.745 2.843 1.520
H 1.403 3.170 1.047
H 0.851 3.660 2.713
H -0.775 1.681 4.237
H 0.216 0.252 3.696
H 1.971 2.231 2.437
H -1.526 0.266 3.372
Cl 0.279 1.993 -1.470
Cl -3.246 -4.240 2.886
C -1.666 -3.659 2.600
C -0.552 -4.281 3.166
C 0.727 -3.768 2.892
C 0.817 -2.641 2.048
N -0.268 -2.041 1.506
C -1.497 -2.536 1.776
H -0.693 -5.145 3.803
H 1.644 -4.178 3.289
H 1.757 -2.169 1.782
H -2.317 -2.013 1.302

Atomic forces in eV per Å
0.943 0.157 0.025
-0.864 0.193 -0.278
0.007 -0.145 0.110
0.253 -0.790 -1.619
-0.091 0.110 0.526
-0.176 0.222 0.193
-0.242 0.142 0.105
0.192 0.134 0.181
0.113 -0.360 -0.198
-0.048 -0.358 -0.224
0.240 -0.001 -0.360
0.367 -0.074 -0.266
0.103 0.219 0.258
-0.040 -0.095 0.219
-0.252 -0.067 -0.375
-0.102 0.005 -0.421
-0.262 1.347 1.193
0.061 -0.481 -0.250
0.200 -0.167 -0.245
0.005 0.110 0.413
-0.188 -0.104 -0.210
0.285 0.288 0.209
-0.083 -0.147 -0.298
-0.155 0.099 0.382
0.246 -0.095 -0.131
-0.005 -0.241 0.028
-0.187 0.379 0.081
-0.336 0.297 0.105
0.155 0.386 0.136
-0.094 -0.617 0.455
-0.114 -0.063 0.050
0.315 0.618 -0.436
0.626 0.392 -0.235
-0.804 0.983 -0.811
-0.501 -0.608 0.462
-0.039 -0.218 0.165
0.733 -0.547 0.421
0.048 0.004 0.001
-0.135 -0.187 0.111
-0.026 -0.394 0.269
-0.149 -0.328 0.259

Output
- Highest occupied orbital energy (spin up / spin down): -15.23 / -15.25 eV
- Gap between HOMO and LUMO (spin up / spin down): 3.58 / 3.58 eV
- ΔE to the lowest compared entry with this formula, charge and spin: 22.07 kcal per mole
- DFT total energy: -74107.564 eV
- Strongest force on any atom: 0.035 hartree/bohr
- Total charge: +2

Löwdin population analysis, charges in e, atoms 1 to 6:
1. I 0.413
2. I 0.395
3. Y 0.289
4. P 0.741
5. C -0.211
6. C -0.251

No. 2
Below is a structure of composition C3H8BeO3, with properties calculated with the ωB97M-V functional and the def2-TZVPD basis.

Geometry (Å):
C 1.748 -1.456 -1.071
O 1.012 -0.457 -0.419
H 2.523 -0.995 -1.704
H 2.256 -2.101 -0.334
H 1.107 -2.087 -1.712
C -0.993 1.100 -0.654
O -1.496 0.285 0.409
C -1.105 0.597 1.764
O -0.107 -0.258 2.114
Be 0.019 -0.614 0.458
H 0.344 0.722 -1.225
H -1.702 1.002 -1.490
H -0.803 2.134 -0.319
H -2.032 0.472 2.358
H -0.770 1.657 1.826

Atomic forces in eV per Å
0.780 -0.418 -0.216
4.284 -1.481 -3.202
-0.266 -0.182 0.193
-0.091 0.096 -0.311
0.215 0.202 0.177
2.335 1.497 -3.007
1.304 -0.975 -1.209
-0.197 0.834 2.032
-0.078 -0.747 -2.362
-3.446 0.451 6.059
-4.379 1.062 1.948
0.197 0.390 0.527
-0.640 -0.408 -0.125
0.299 0.007 -0.201
-0.317 -0.327 -0.302

Output
- Highest occupied orbital energy: -9.01 eV
- Gap between HOMO and LUMO: 9.39 eV
- ΔE to the lowest compared entry with this formula, charge and spin: 0.00 kcal per mole
- DFT total energy: -9783.344 eV
- Strongest force on any atom: 0.136 hartree/bohr

natural (NBO) population analysis, charges in e, atoms 1 to 6:
1. C -0.254
2. O -1.099
3. H 0.179
4. H 0.177
5. H 0.165
6. C -0.384